53
Properties=species:S:1:pos:R:3:nbo_charge:R:1 method="wB97M-V/def2-TZVPD" fmax_ev_per_a=2.9 charge=-2 spin_multiplicity=9 e_tot_ev=-112238.455 s_squared=20.147
Mn 3.7765 0.7523 -0.9587 1.15
Cl 3.4668 -2.0159 -1.5591 -0.64
C 5.1778 1.9762 -0.3715 -1.10
C 4.7880 0.6551 -2.6245 -1.03
H 5.0974 2.7842 -1.1331 0.18
H 4.8579 2.2672 0.6425 0.19
H 6.1488 1.4340 -0.4289 0.19
H 5.3094 1.5751 -2.9186 0.17
H 4.0770 0.3278 -3.3910 0.19
H 5.5282 -0.1293 -2.3763 0.20
Fe 2.2619 -0.7076 -0.4491 0.65
C 3.2458 -0.1014 1.1362 -1.19
C 1.7847 1.2661 -1.1479 -0.73
H 4.2808 -0.4127 1.3367 0.20
H 3.0422 0.8512 1.6353 0.18
H 2.6272 -0.8663 1.6669 0.21
H 1.5974 1.3879 -2.2307 0.17
H 1.8044 2.2550 -0.6431 0.17
N 0.7006 0.3553 -0.4746 -1.17
P -0.8127 0.0681 -0.0221 1.80
C -1.1564 -1.6720 -0.3503 -0.44
C -2.4730 -2.1771 -0.3193 -0.17
C -2.7257 -3.5010 -0.6783 -0.25
C -1.6712 -4.3055 -1.1180 -0.27
C -0.3594 -3.8165 -1.0921 -0.23
C -0.0967 -2.5172 -0.6672 -0.16
C -1.0196 0.2427 1.7587 -0.50
C -2.3050 0.0599 2.3043 -0.21
C -2.4982 0.1228 3.6821 -0.24
C -1.4099 0.3169 4.5366 -0.32
C -0.1327 0.4926 3.9936 -0.25
C 0.0682 0.4803 2.6096 -0.19
C -2.1726 0.9877 -0.7509 -0.39
C -2.7598 2.0726 -0.0725 -0.23
C -3.9386 2.6434 -0.5501 -0.22
C -4.5494 2.1610 -1.7093 -0.28
C -3.9487 1.1087 -2.4028 -0.24
C -2.7685 0.5285 -1.9396 -0.21
H -3.3012 -1.5396 -0.0206 0.20
H -3.7408 -3.8945 -0.6235 0.19
H -1.8675 -5.3102 -1.4846 0.19
H 0.4703 -4.4478 -1.4021 0.21
H 0.9602 -2.1837 -0.5947 0.21
H -3.1530 -0.1319 1.6479 0.19
H -3.5033 0.0222 4.0861 0.18
H -1.5594 0.3460 5.6177 0.18
H 0.7245 0.6492 4.6464 0.19
H 1.0638 0.6404 2.1856 0.24
H -2.3116 2.4375 0.8520 0.23
H -4.3912 3.4648 -0.0006 0.19
H -5.4872 2.5958 -2.0605 0.19
H -4.4164 0.7192 -3.3028 0.19
H -2.3303 -0.3177 -2.4694 0.22

58
Properties=species:S:1:pos:R:3:nbo_charge:R:1 method="wB97M-V/def2-TZVPD" smiles="Cc1ccc(N(CC(=O)NC[C@H]2CCCO2)C(=O)CNS(=O)(=O)c2ccc(Cl)cc2)cc1" fmax_ev_per_a=0.8 charge=0 e_above_lowest_ev=0.255
C -4.7122 1.7430 2.5968 -0.64
C -3.7406 0.8375 1.9056 0.00
C -3.4657 -0.4236 2.4225 -0.21
C -2.5477 -1.2578 1.8145 -0.24
C -1.8593 -0.8330 0.6813 0.21
C -2.1585 0.4072 0.1306 -0.25
C -3.0902 1.2266 0.7422 -0.21
H -3.3105 2.1889 0.3038 0.21
H -1.6643 0.7293 -0.7717 0.26
N -0.8916 -1.6669 0.0717 -0.46
C 0.1837 -2.1779 0.7045 0.71
O 1.0218 -2.8537 0.1235 -0.67
C 0.3697 -1.8934 2.1947 -0.35
N 1.7230 -1.4425 2.4471 -0.84
S 1.9737 0.0813 1.7734 2.30
O 3.3474 0.4147 1.9781 -0.92
O 1.4466 0.1444 0.4378 -0.95
C 0.9069 1.0554 2.8285 -0.37
C -0.0417 1.8733 2.2464 -0.17
C -0.9242 2.5758 3.0481 -0.22
C -0.8367 2.4387 4.4262 -0.02
C 0.1314 1.6321 5.0121 -0.25
C 1.0114 0.9365 4.2016 -0.12
H 1.7716 0.2953 4.6170 0.24
H 0.1871 1.5496 6.0861 0.24
Cl -1.9550 3.2803 5.4297 0.02
H -1.6749 3.2149 2.6124 0.24
H -0.0835 1.9375 1.1713 0.26
H 2.4072 -2.0926 2.0777 0.42
H 0.2007 -2.8135 2.7616 0.24
H -0.2966 -1.1106 2.5541 0.24
C -0.9834 -1.8508 -1.3718 -0.30
H -0.6408 -2.8633 -1.6026 0.24
C -0.1275 -0.8369 -2.1553 0.67
O -0.6341 0.0874 -2.7634 -0.65
N 1.1807 -1.1079 -2.1268 -0.61
H 1.5059 -1.8372 -1.5043 0.43
C 2.1669 -0.2236 -2.6957 -0.26
H 2.8582 0.1069 -1.9157 0.22
C 2.9559 -0.9217 -3.8215 0.10
C 2.0759 -1.1822 -5.0478 -0.43
H 2.4976 -1.9934 -5.6417 0.21
C 2.1717 0.1473 -5.8001 -0.44
H 1.3485 0.8020 -5.5179 0.21
C 3.5164 0.7296 -5.3280 -0.07
H 4.2704 0.7332 -6.1208 0.18
H 3.4015 1.7546 -4.9553 0.17
O 4.0080 -0.1063 -4.2914 -0.52
H 2.1481 0.0113 -6.8792 0.22
H 1.0553 -1.4337 -4.7705 0.22
H 3.4134 -1.8338 -3.4238 0.18
H 1.6372 0.6447 -3.0921 0.22
H -2.0272 -1.7310 -1.6667 0.23
H -2.3702 -2.2465 2.2108 0.22
H -3.9852 -0.7607 3.3076 0.21
H -5.6269 1.2081 2.8450 0.22
H -4.2814 2.1115 3.5279 0.23
H -4.9638 2.5958 1.9720 0.22